Entry 1:
{"formula": "C49H52O17", "method": "ωB97M-V/def2-TZVPD", "elements": ["C", "O", "H", "H", "H", "H", "C", "C", "C", "C", "C", "C", "O", "O", "H", "H", "H", "H", "H", "H", "C", "C", "C", "C", "C", "C", "O", "O", "H", "H", "H", "H", "H", "H", "C", "C", "C", "C", "C", "C", "O", "O", "H", "H", "H", "H", "H", "H", "C", "C", "C", "C", "C", "C", "O", "O", "H", "H", "H", "H", "H", "H", "C", "C", "C", "C", "C", "C", "O", "O", "H", "H", "H", "H", "H", "H", "C", "C", "C", "C", "C", "C", "O", "O", "H", "H", "H", "H", "H", "H", "C", "C", "C", "C", "C", "C", "O", "O", "H", "H", "H", "H", "H", "H", "C", "C", "C", "C", "C", "C", "O", "O", "H", "H", "H", "H", "H", "H"], "positions_angstrom": [[4.4290, -29.6977, 28.4136], [3.1509, -29.4329, 28.0087], [4.7377, -29.0051, 29.0962], [5.1414, -29.9916, 27.5507], [4.5768, -30.6041, 28.9299], [2.5328, -29.8255, 28.6404], [6.1931, -27.1107, 32.4230], [6.3646, -27.5472, 33.6980], [5.5757, -28.7456, 33.9997], [4.6134, -29.2786, 33.2139], [4.4304, -28.6820, 31.9697], [5.2311, -27.5850, 31.5340], [4.9147, -26.9757, 30.3367], [5.8461, -29.3283, 35.2508], [6.7579, -26.0565, 32.0956], [7.2085, -27.3308, 34.1995], [3.9292, -29.9374, 33.3395], [3.5683, -28.9836, 31.3756], [5.6706, -26.4187, 29.7991], [6.4339, -28.8673, 35.8653], [5.8900, -23.8978, 26.8777], [5.5317, -25.1141, 26.3790], [6.2325, -26.2184, 26.9549], [6.9174, -26.2194, 28.0240], [7.1717, -24.9895, 28.7201], [6.6544, -23.7993, 28.0518], [6.8223, -22.6391, 28.7225], [6.1442, -27.5074, 26.2478], [5.4087, -22.9257, 26.5171], [4.9790, -25.0916, 25.5237], [7.2183, -27.2760, 28.2758], [7.7296, -24.7943, 29.6578], [5.9953, -21.9786, 28.4480], [5.4643, -27.7323, 25.9159], [7.3439, -33.5902, 30.2352], [7.3362, -33.6593, 31.6125], [7.4732, -32.5010, 32.4475], [7.1702, -31.2716, 31.8495], [7.0543, -31.1756, 30.4198], [7.1094, -32.4204, 29.6826], [6.7927, -32.3722, 28.3163], [7.6580, -32.5162, 33.7372], [7.2250, -34.4259, 29.4674], [7.4737, -34.5549, 32.1648], [7.1250, -30.4101, 32.5898], [6.9233, -30.1345, 30.0318], [7.1788, -31.6880, 27.7835], [7.6539, -31.7854, 34.2365], [10.7946, -31.2966, 26.4720], [9.6183, -31.0607, 25.7914], [8.4489, -30.5027, 26.5057], [8.6141, -30.0732, 27.8229], [9.8177, -30.4170, 28.4999], [10.8938, -31.0221, 27.7968], [12.0128, -31.1680, 28.5294], [7.4152, -30.1734, 25.8213], [11.5890, -31.7803, 25.9833], [9.3647, -31.5256, 24.9090], [8.0157, -29.5108, 28.2262], [9.8698, -30.5672, 29.6467], [11.6981, -31.6800, 29.2594], [7.2581, -30.6034, 24.8746], [0.5008, -25.1831, 24.9638], [1.7329, -25.5495, 25.4248], [1.9091, -26.8206, 25.9909], [0.9849, -27.8676, 25.8675], [-0.3271, -27.4654, 25.4115], [-0.5631, -26.1540, 24.8778], [-1.8556, -25.8581, 24.5032], [3.1745, -27.2332, 26.5025], [0.4407, -24.2436, 24.4543], [2.4856, -24.8587, 25.5084], [1.0273, -29.0407, 26.1910], [-1.0638, -28.2641, 25.2686], [-2.5263, -26.5367, 25.1157], [3.0227, -27.9692, 26.8997], [1.5996, -31.6110, 31.9779], [2.7596, -31.9227, 31.2316], [2.8890, -33.2620, 30.7902], [1.8460, -34.3030, 30.8404], [0.7184, -33.9225, 31.5203], [0.5407, -32.5787, 32.0469], [-0.6599, -32.2931, 32.7002], [3.9733, -33.5847, 30.1397], [1.5611, -30.5811, 32.3898], [3.6222, -31.3004, 31.0844], [1.9376, -35.1261, 30.2453], [0.0271, -34.7732, 31.4515], [-0.6977, -31.7379, 33.4518], [4.8534, -33.0621, 30.1373], [-0.5200, -28.2916, 31.7159], [-1.3914, -29.4217, 31.2513], [-1.1864, -29.9238, 29.9183], [-0.2650, -29.2076, 29.0977], [0.5346, -28.0810, 29.4502], [0.4286, -27.6516, 30.8956], [1.0951, -26.5271, 31.2527], [-1.8710, -30.9199, 29.5370], [-0.6140, -27.8684, 32.6640], [-2.0286, -29.8361, 31.7651], [0.1348, -29.6882, 28.1571], [1.2001, -27.6180, 28.8648], [1.3712, -26.1501, 30.4321], [-1.5027, -31.2695, 28.7373], [1.8859, -32.3537, 27.1516], [0.5210, -32.4655, 27.3648], [-0.3486, -32.0074, 26.3014], [0.2589, -31.5695, 25.0249], [1.6531, -31.7165, 24.8292], [2.4465, -32.0701, 25.8119], [3.7713, -32.1957, 25.5877], [-1.7274, -31.9658, 26.4165], [2.5711, -32.5691, 27.8641], [0.0026, -32.9144, 28.1860], [-0.2861, -31.3177, 24.1242], [1.8963, -31.4659, 23.7383], [3.9770, -31.4002, 25.0920], [-1.9272, -31.5979, 25.6543]], "charge": 0, "homo_energy_ha": -0.276, "smiles": "Oc1ccc(O)cc1.Oc1ccc(O)cc1.Oc1ccc(O)cc1.Oc1ccc(O)cc1.Oc1ccc(O)cc1.Oc1ccc(O)cc1.Oc1ccc(O)cc1.Oc1ccc(O)cc1.CO", "de_lowest_kcal_mol": 80.9, "orbital_gap_ha": 0.281, "spin_multiplicity": 1}

***

Entry 2:
{"formula": "C25H68Cl2N6O6", "method": "ωB97M-V/def2-TZVPD", "elements": ["C", "C", "C", "O", "C", "N", "H", "H", "H", "H", "H", "H", "H", "H", "H", "H", "H", "C", "C", "C", "O", "C", "N", "H", "H", "H", "H", "H", "H", "H", "H", "H", "H", "H", "C", "C", "C", "O", "C", "N", "H", "H", "H", "H", "H", "H", "H", "H", "H", "H", "H", "C", "C", "C", "O", "C", "N", "H", "H", "H", "H", "H", "H", "H", "H", "H", "H", "H", "C", "C", "C", "O", "C", "N", "H", "H", "H", "H", "H", "H", "H", "H", "H", "H", "H", "C", "C", "C", "O", "C", "N", "H", "H", "H", "H", "H", "H", "H", "H", "H", "H", "H", "C", "Cl", "Cl", "H", "H"], "positions_angstrom": [[2.4376, -4.4076, -0.2961], [3.7565, -3.8029, 0.1325], [4.0034, -4.0927, 1.6213], [5.3377, -3.7178, 1.9208], [5.6954, -4.1761, 3.2112], [4.8464, -4.3612, -0.6932], [2.4918, -5.4399, -0.6602], [2.1600, -4.0544, -1.3012], [1.6412, -4.1493, 0.4007], [3.7798, -2.7318, -0.0944], [3.8560, -5.1727, 1.7495], [3.3373, -3.4472, 2.2047], [5.0763, -3.7792, 4.0278], [6.6662, -3.7414, 3.4506], [5.6341, -5.2642, 3.2684], [4.7769, -5.3819, -0.6328], [5.6717, -4.2438, -0.0995], [-3.2826, 0.0285, 2.2576], [-4.5070, 0.9054, 2.5395], [-4.2861, 1.9467, 3.6244], [-5.4800, 2.7139, 3.7325], [-5.4039, 3.6592, 4.7573], [-4.8998, 1.4824, 1.2528], [-2.5277, 0.6927, 1.8144], [-3.4181, -0.6932, 1.4579], [-2.7781, -0.3246, 3.1588], [-5.2914, 0.1927, 2.8117], [-3.4239, 2.5629, 3.3493], [-4.1432, 1.4515, 4.5901], [-6.3875, 4.0600, 5.0110], [-4.7356, 4.4868, 4.5012], [-5.0952, 3.2669, 5.7366], [-5.7090, 2.0851, 1.3656], [-4.1461, 2.1134, 0.9412], [-2.5087, 1.5159, -3.9611], [-3.4793, 0.6190, -3.1794], [-2.7385, -0.6131, -2.6051], [-3.6288, -1.4579, -1.9068], [-4.5662, -2.1578, -2.6800], [-4.2555, 1.3034, -2.1596], [-3.0985, 2.2741, -4.4742], [-1.9265, 0.9063, -4.6490], [-1.8544, 2.0238, -3.2482], [-4.2402, 0.2351, -3.8681], [-2.0462, -0.2551, -1.8408], [-2.1925, -1.1662, -3.3774], [-5.0631, -2.8994, -2.0598], [-4.0433, -2.7537, -3.4454], [-5.2654, -1.5346, -3.2427], [-4.6498, 0.6053, -1.5267], [-3.6171, 1.7654, -1.5104], [-0.6796, 2.5532, 1.3820], [-1.0928, 2.4923, -0.1001], [-2.0316, 3.6276, -0.4917], [-3.2070, 3.6371, 0.2815], [-4.2142, 4.4891, -0.2132], [0.1411, 2.4324, -0.8606], [-0.1463, 1.6729, 1.7438], [-1.5804, 2.6578, 1.9916], [-0.0529, 3.4266, 1.5698], [-1.7454, 1.6099, -0.1720], [-2.3181, 3.3949, -1.5306], [-1.5932, 4.6304, -0.5769], [-3.9200, 5.5387, -0.2583], [-5.0388, 4.3600, 0.4914], [-4.6607, 4.1569, -1.1566], [-0.0139, 2.4494, -1.8677], [0.5445, 1.5024, -0.7598], [2.9926, -0.8598, -2.1641], [2.0059, -0.5088, -3.2650], [0.8597, -1.5329, -3.3009], [1.4250, -2.7761, -3.5922], [0.4679, -3.7651, -3.9052], [1.4984, 0.8310, -2.9599], [3.9098, -0.2682, -2.2009], [3.2873, -1.9078, -2.2141], [2.5877, -0.6066, -1.1807], [2.6047, -0.5252, -4.1831], [0.1526, -1.2371, -4.0875], [0.3847, -1.4991, -2.3111], [0.0560, -4.1512, -2.9651], [0.9399, -4.5971, -4.4251], [-0.3498, -3.3929, -4.5291], [0.9366, 1.2231, -3.7110], [2.2844, 1.4687, -2.8771], [4.9318, 0.9031, 0.0684], [3.6392, 1.4772, 0.6352], [3.4650, 1.3295, 2.1401], [3.5005, -0.0516, 2.4398], [3.8615, -0.3822, 3.7652], [3.4681, 2.8845, 0.2297], [5.8258, 1.1777, 0.6304], [5.0572, 1.1940, -0.9744], [4.8864, -0.1877, 0.0744], [2.8129, 0.9592, 0.1263], [2.4929, 1.7153, 2.4725], [4.2913, 1.8475, 2.6394], [3.5625, -1.4095, 3.9515], [3.3628, 0.3488, 4.4124], [4.9361, -0.2515, 3.9361], [2.4786, 3.1063, 0.3355], [3.5953, 2.9481, -0.7756], [0.7068, -0.9673, 1.3634], [-0.7675, -0.9478, 0.3668], [0.5752, -1.9379, 2.8144], [1.4674, -1.4123, 0.7309], [0.9368, 0.0537, 1.6397]], "charge": 0, "homo_energy_ha": -0.326, "smiles": "COC[C@H](C)N.COC[C@H](C)N.COC[C@H](C)N.COC[C@H](C)N.COC[C@H](C)N.COC[C@H](C)N.ClCCl", "orbital_gap_ha": 0.349, "spin_multiplicity": 1}

***

Entry 3:
{"formula": "C21H35FN7O14P", "method": "ωB97M-V/def2-TZVPD", "elements": ["C", "C", "P", "C", "C", "C", "C", "C", "C", "C", "C", "O", "C", "N", "C", "C", "C", "F", "C", "O", "H", "H", "H", "H", "H", "H", "H", "H", "H", "H", "H", "H", "H", "H", "H", "H", "H", "C", "N", "O", "O", "H", "H", "H", "C", "N", "O", "O", "H", "H", "H", "C", "N", "O", "O", "H", "H", "H", "C", "N", "O", "O", "H", "H", "H", "C", "N", "O", "O", "H", "H", "H", "C", "N", "O", "O", "H", "H", "H"], "positions_angstrom": [[2.8602, 1.5021, 3.3296], [3.3108, 0.1554, 3.9226], [4.3796, -0.8512, 2.7710], [4.3183, -2.5452, 3.5219], [3.6386, -0.8931, 1.0983], [3.1314, -2.0258, 0.4975], [2.5637, -1.9787, -0.7512], [2.4840, -0.8006, -1.4352], [3.0006, 0.3420, -0.8388], [3.5708, 0.3036, 0.3929], [2.8594, 1.6156, -1.6334], [3.6910, 2.5022, -1.6381], [1.5887, 1.6889, -2.4581], [0.9919, 2.9905, -2.5184], [1.0876, 0.5901, -3.0242], [-0.1872, 0.5428, -3.8290], [-1.3847, 0.3329, -2.8582], [-0.3848, 1.6826, -4.6001], [1.8425, -0.6906, -2.7949], [1.9609, -1.5583, -3.6398], [3.7424, 2.0272, 2.9520], [2.1946, 1.2936, 2.4850], [2.3024, 2.1183, 4.0364], [2.4392, -0.4637, 4.1848], [3.8636, 0.3375, 4.8479], [5.1016, -2.6681, 4.2693], [3.3347, -2.6805, 3.9883], [4.4662, -3.3235, 2.7686], [3.1785, -2.9536, 1.0562], [2.1863, -2.9031, -1.1776], [3.9705, 1.2085, 0.8371], [-0.0112, 2.8662, -2.4748], [1.2659, 3.4175, -3.3955], [-0.1900, -0.3003, -4.5245], [-1.8096, -0.6649, -2.9544], [-2.1493, 1.0893, -3.0077], [-1.0108, 0.4165, -1.8316], [-0.2410, 0.3607, 6.1776], [0.8355, 1.3862, 6.1330], [0.6500, 2.3723, 5.4471], [1.8316, 1.1676, 6.7877], [-1.0601, 0.6906, 5.5492], [0.1821, -0.5699, 5.8088], [-0.5560, 0.2637, 7.2060], [0.5132, -4.3277, -3.9919], [-0.2079, -5.6272, -4.0792], [-1.3770, -5.6020, -4.4031], [0.4288, -6.6252, -3.8182], [-0.1752, -3.5317, -4.2494], [0.8684, -4.2182, -2.9724], [1.3426, -4.3632, -4.6912], [-6.4010, 0.9768, -2.5413], [-5.0081, 0.6545, -2.1271], [-4.6932, 0.8639, -0.9744], [-4.2725, 0.1977, -2.9799], [-6.9332, 1.3720, -1.6837], [-6.3435, 1.7144, -3.3366], [-6.8555, 0.0632, -2.8896], [-9.6875, -0.1793, -6.0257], [-8.9924, 0.5042, -4.9016], [-8.6375, -0.1751, -3.9586], [-8.8253, 1.6989, -5.0031], [-9.7626, -1.2353, -5.7939], [-10.6714, 0.2702, -6.1212], [-9.0950, -0.0178, -6.9214], [-4.0472, 1.2131, 9.0103], [-2.8024, 0.3983, 9.0415], [-2.4259, -0.0986, 7.9953], [-2.2471, 0.2857, 10.1084], [-4.4283, 1.2236, 7.9957], [-4.7570, 0.7491, 9.6886], [-3.7888, 2.2151, 9.3400], [6.4445, 2.2002, -2.7555], [7.8516, 1.8142, -2.4579], [8.2456, 1.9566, -1.3203], [8.5097, 1.3811, -3.3813], [5.9833, 2.5654, -1.8484], [6.4741, 2.9756, -3.5156], [5.9333, 1.3140, -3.1201]], "charge": 0, "homo_energy_ha": -0.292, "smiles": "CCP(C)c1ccc2c(c1)C(=O)C(N)=C([C@@H](C)F)C2=O.C[N+](=O)[O-].C[N+](=O)[O-].C[N+](=O)[O-].C[N+](=O)[O-].C[N+](=O)[O-].C[N+](=O)[O-]", "orbital_gap_ha": 0.260, "spin_multiplicity": 1}

***

Entry 4:
{"formula": "C16H31CuNOP2", "method": "ωB97M-V/def2-TZVPD", "elements": ["P", "P", "C", "C", "H", "H", "H", "H", "C", "H", "H", "H", "C", "H", "H", "H", "C", "H", "H", "H", "C", "H", "H", "H", "Cu", "C", "C", "C", "C", "C", "C", "C", "C", "C", "H", "H", "H", "H", "H", "H", "H", "H", "H", "H", "H", "H", "H", "H", "H", "O", "C", "N"], "positions_angstrom": [[2.8475, 0.3253, -0.6156], [-0.1491, 1.7819, 2.3149], [1.1300, 0.2807, -0.0398], [0.0770, 1.2414, 0.6249], [1.0856, -0.7750, 0.4327], [0.7184, 0.3363, -1.0969], [0.0305, 2.1938, 0.0589], [-0.9015, 0.7492, 0.4095], [-1.0848, 0.7430, 3.4263], [-1.0775, 1.2855, 4.3790], [-0.5682, -0.2280, 3.5477], [-2.1165, 0.5493, 3.1297], [-0.9731, 3.3545, 2.1434], [-2.0667, 3.2670, 2.1460], [-0.6900, 3.8268, 1.1973], [-0.6526, 3.9632, 2.9761], [3.4067, -1.3800, -0.8115], [4.4699, -1.3110, -1.0734], [2.8795, -1.9133, -1.6179], [3.3033, -1.9505, 0.1185], [2.6560, 1.0365, -2.2620], [2.0623, 1.9514, -2.1969], [2.1517, 0.3355, -2.9444], [3.6582, 1.2526, -2.6196], [-0.7092, -1.3584, 0.0381], [-2.7410, -0.3244, -0.4277], [-2.5249, -1.2432, 0.5882], [-2.6337, -2.7275, 0.3213], [-1.8540, -3.2545, -0.9239], [-0.6466, -2.5351, -1.4285], [-0.6484, -1.4099, -2.2502], [-1.9302, -0.8556, -2.8123], [-3.0893, -0.6608, -1.8340], [4.0301, 1.2291, 0.3016], [-2.8768, 0.7389, -0.2203], [-2.5765, -0.8655, 1.6183], [-3.7170, -2.9634, 0.2306], [-2.3301, -3.2500, 1.2242], [-1.5593, -4.2663, -0.6636], [-2.5760, -3.3268, -1.7260], [0.3491, -2.9332, -1.1324], [0.2799, -1.0952, -2.7165], [-2.2706, -1.4815, -3.6600], [-1.6727, 0.1235, -3.2606], [-3.6927, 0.1422, -2.2615], [-3.7231, -1.5406, -1.9009], [3.7981, 2.2977, 0.2679], [4.9739, 1.0126, -0.2252], [4.0648, 0.8642, 1.3307], [2.7039, 3.8550, 3.5463], [2.0290, 2.9535, 3.2923], [1.3469, 1.9591, 3.0574]], "charge": 0, "homo_energy_ha": [-0.113, -0.127], "de_lowest_kcal_mol": 137.4, "orbital_gap_ha": [0.117, 0.125], "spin_multiplicity": 2}

***

Entry 5:
{"formula": "C6H13O2", "method": "ωB97M-V/def2-TZVPD", "elements": ["C", "O", "C", "C", "C", "C", "C", "H", "H", "H", "H", "H", "H", "H", "H", "H", "H", "H", "H", "H", "O"], "positions_angstrom": [[0.6130, -0.8861, 1.1832], [1.9505, -0.9934, 0.9892], [-0.1482, -1.5159, -0.0202], [-1.3920, -0.8604, -0.5421], [-1.4977, 0.6654, -0.3904], [-0.2199, 1.5209, -2.2970], [-0.1674, 1.2463, -1.0053], [0.2856, 0.1287, 1.4546], [0.3035, -1.4858, 2.1339], [0.5889, -1.5921, -0.8277], [-0.3704, -2.5512, 0.2711], [-1.5806, -1.2547, -1.5634], [-2.2909, -1.1931, 0.0071], [-2.3170, 1.1133, -0.9519], [-1.6761, 0.9217, 0.6561], [-0.9348, 1.1221, -2.9993], [0.4457, 2.2360, -2.7710], [0.5831, 1.5796, -0.2901], [2.8008, 0.3142, 1.6215], [2.2889, 0.4456, 2.9795], [2.7349, 1.0388, 2.3623]], "charge": -1, "homo_energy_ha": -0.109, "de_lowest_kcal_mol": 75.4, "orbital_gap_ha": 0.247, "spin_multiplicity": 1}

***

Entry 6:
{"formula": "C7H14", "method": "ωB97M-V/def2-TZVPD", "elements": ["C", "C", "C", "C", "C", "C", "C", "H", "H", "H", "H", "H", "H", "H", "H", "H", "H", "H", "H", "H", "H"], "positions_angstrom": [[2.4958, 0.0344, -0.0310], [1.0553, -0.7718, -0.4005], [-0.1742, -1.4575, 0.4372], [-1.1433, -0.5624, -0.3904], [-2.3757, 0.0364, 0.2860], [0.0547, 0.3510, -0.7195], [0.1776, 1.5404, 0.2474], [2.0357, -0.1442, 0.9218], [3.4616, -0.4562, -0.1391], [2.5119, 0.9298, -0.6720], [1.2727, -1.4696, -1.1962], [-0.3392, -2.5402, 0.3086], [-0.2718, -1.2476, 1.5112], [-1.4597, -1.0806, -1.3053], [-2.1149, 0.5306, 1.2282], [-2.8588, 0.7869, -0.3548], [-3.1242, -0.7323, 0.5117], [0.1487, 0.6949, -1.7512], [1.1217, 2.0702, 0.1143], [0.1555, 1.2255, 1.2996], [-0.6294, 2.2625, 0.0940]], "charge": 0, "homo_energy_ha": -0.343, "smiles": "C[C@@H]1[C@H](C)C[C@@H]1C", "de_lowest_kcal_mol": 63.5, "orbital_gap_ha": 0.384, "spin_multiplicity": 1}